{
  "formula": "C23H55ClN7",
  "method": "the ωB97M-V functional and the def2-TZVPD basis",
  "spin_multiplicity": 1,
  "orbital_gap_ha": 0.263,
  "charge": 1,
  "species": ["H", "C", "C", "C", "H", "N", "H", "C", "C", "C", "H", "H", "H", "H", "H", "C", "H", "H", "H", "H", "H", "H", "H", "H", "H", "H", "H", "H", "C", "H", "H", "N", "C", "H", "H", "C", "H", "H", "H", "H", "N", "H", "H", "C", "H", "C", "H", "H", "H", "C", "C", "H", "H", "H", "Cl", "C", "H", "N", "N", "N", "H", "H", "C", "C", "H", "H", "C", "H", "H", "C", "H", "H", "H", "N", "C", "C", "H", "C", "H", "H", "H", "H", "C", "H", "H", "H"],
  "xyz": [[-3.6624, -2.5528, -4.6488], [-1.3048, 1.1684, -3.8851], [-3.3136, 3.8393, 4.8995], [-3.8412, 1.4294, 4.8432], [-5.4049, 3.6467, 5.4835], [2.8230, -0.9614, 2.5129], [3.7834, 0.1839, -5.1128], [5.0378, 0.0540, -1.3529], [2.7216, -1.7612, -3.7122], [4.4310, -0.0685, -4.2699], [4.3142, 0.1432, 3.4924], [-0.3853, -0.8946, 2.8870], [-2.2213, 1.0148, -4.4556], [-3.5689, 4.0671, 3.8537], [1.4928, -3.0856, 2.4155], [-2.7399, -2.1400, -4.2389], [-1.8842, 1.5371, 2.4331], [-1.2801, -2.5300, 1.1838], [6.2994, -1.1835, -3.9913], [-3.9159, 0.9876, -1.5856], [-0.5237, 1.4444, -4.5974], [-4.2931, 3.9439, 6.8307], [-4.9398, 2.3809, 3.2000], [1.0677, -3.6838, 0.8105], [-0.8367, 2.9203, 4.9460], [-2.1033, -2.9748, -3.9397], [5.4152, -1.6138, -5.4629], [-1.8274, 3.3021, 2.5903], [3.6360, 0.0846, 2.6449], [4.7494, 0.9016, -3.8761], [0.8007, -1.3434, 0.0061], [-1.8745, -0.7915, -2.3391], [3.3123, -3.1017, -4.1539], [5.4395, -0.2676, -0.3884], [-3.6778, -1.8234, -2.3623], [-3.0594, -1.2424, -3.0523], [-1.1962, 1.2327, 4.7707], [-0.0305, 0.1659, -2.4708], [-2.4988, 4.5156, 5.1744], [-5.4242, 0.7299, 3.5552], [3.6374, -0.7338, -3.2438], [-2.4445, 1.9423, -1.3344], [-3.3013, 1.2683, 0.0387], [-0.5961, -2.8536, 1.9804], [-3.3786, 0.4541, 5.0202], [-4.5024, 4.1803, 5.7863], [-4.7183, 5.2477, 5.7210], [-2.2423, -1.5942, -5.0426], [5.8714, 0.4377, -1.9413], [-1.5456, 2.2285, 4.4775], [-1.4084, 2.3654, 2.9597], [-1.2204, -0.0358, -0.5090], [4.3382, 0.8744, -1.1699], [-3.6793, -0.4019, -3.3941], [-0.9371, -4.5407, 2.5293], [5.6723, -0.7935, -4.7952], [6.2838, -0.0955, -5.3705], [3.4492, 0.9254, 1.6540], [1.2608, -1.5923, 0.8767], [-2.8498, 2.4716, 5.0630], [-2.6894, -0.9667, -0.4466], [2.1142, -1.3579, -4.5271], [4.3468, -1.1127, -2.0374], [0.8986, -2.8589, 1.5234], [4.0055, -3.5123, -3.4183], [-4.5988, 1.5134, 5.6270], [-3.0041, 1.0717, -0.9947], [-0.4582, -0.7949, -3.8433], [0.0259, -2.2199, 3.9969], [-0.6768, -1.9107, 3.2080], [-1.6837, -1.8846, 3.6486], [2.1725, 0.8488, -0.0483], [2.0073, -1.9580, -2.9022], [2.5232, 0.4395, 0.8092], [-0.8768, -0.0873, -3.1213], [-4.5634, 1.3995, 3.4925], [3.6242, -1.5259, -1.3229], [-2.1660, -0.2091, -1.0422], [3.8245, -3.0227, -5.1115], [-3.9247, 1.0204, 2.6942], [3.9478, 1.8021, 1.5640], [-0.3482, 2.3502, 2.6839], [2.1481, -0.7398, 1.3595], [5.0840, -1.9052, -2.2264], [2.5083, -3.8291, -4.2841], [-1.4462, 2.0223, -3.2241]],
  "atomic_forces_ev_per_a": [[0.01, 0.04, 0.01], [0.14, 0.14, 0.01], [-0.15, 0.09, 0.06], [-0.33, 0.01, 0.13], [0.01, 0.01, 0.04], [0.35, 0.35, -0.21], [-0.15, -0.15, 0.10], [0.18, 0.02, 0.05], [-0.24, -0.24, 0.04], [0.30, 0.26, 0.00], [0.00, 0.59, -0.45], [-0.27, -0.25, 0.16], [0.00, -0.03, 0.04], [-0.03, 0.08, -0.01], [0.13, 0.51, -0.40], [0.06, 0.06, -0.07], [-0.07, 0.06, -0.03], [0.13, -0.45, 0.20], [-0.02, -0.01, 0.00], [0.04, -0.03, -0.02], [-0.02, -0.03, 0.01], [0.02, -0.05, -0.04], [0.04, 0.00, 0.02], [-0.07, 0.41, 0.16], [-0.10, 0.08, 0.00], [0.01, 0.05, 0.02], [0.04, -0.06, 0.08], [-0.01, -0.03, 0.00], [-1.31, -1.93, 0.27], [-0.02, -0.05, 0.09], [-0.01, -0.28, 0.17], [0.26, -0.08, 0.52], [-0.07, -0.06, -0.10], [0.05, -0.03, -0.04], [0.09, 0.14, 0.16], [-0.06, -0.10, -0.22], [-0.19, -0.04, 0.05], [-0.09, -0.02, 0.13], [0.13, -0.16, -0.07], [0.02, 0.02, 0.01], [-0.42, 0.19, 0.09], [-0.05, -0.01, -0.08], [-0.03, 0.00, -0.02], [1.17, 0.53, 1.17], [0.18, 0.11, -0.01], [-0.09, -0.03, -0.03], [0.01, -0.03, -0.03], [0.00, -0.04, 0.01], [-0.04, 0.06, 0.04], [0.21, 0.09, 0.14], [0.13, -0.12, -0.19], [0.07, 0.07, -0.11], [0.03, 0.06, -0.18], [-0.05, -0.01, -0.02], [-0.12, 0.52, -0.44], [0.02, 0.01, -0.13], [-0.02, 0.00, 0.03], [1.83, 2.17, 0.42], [-0.07, 0.30, -0.35], [0.29, -0.23, 0.01], [-0.03, -0.05, -0.11], [0.13, 0.13, 0.00], [0.10, 0.02, -0.06], [-0.98, -0.94, -0.38], [0.01, 0.02, -0.02], [0.03, 0.10, -0.02], [0.11, 0.12, 0.22], [-0.08, -0.01, 0.00], [-0.21, -0.06, -0.34], [-0.22, 0.00, -0.31], [0.29, 0.06, -0.27], [0.48, 0.37, 0.18], [0.06, 0.03, 0.06], [-0.98, -1.17, -0.03], [0.14, -0.11, -0.48], [-0.04, -0.14, -0.05], [-0.11, -0.15, -0.20], [-0.29, -0.10, 0.17], [0.07, -0.01, 0.05], [-0.01, 0.09, -0.05], [-0.36, -0.03, -0.57], [0.01, 0.04, 0.03], [0.08, -0.65, 0.83], [0.05, -0.02, 0.16], [0.01, 0.02, 0.02], [-0.11, 0.00, -0.03]],
  "mulliken_charge": [0.439, -1.279, -0.315, -0.734, 0.294, -0.529, 0.380, -1.367, -0.376, -0.671, 0.493, -0.010, 0.274, 0.259, 0.449, -1.375, -0.070, 0.041, 0.260, 0.332, 0.434, 0.337, 0.251, 0.413, 0.396, 0.310, 0.253, 0.379, -0.109, 0.387, -0.113, 0.420, -1.288, 0.368, 0.441, -0.397, 0.348, -0.155, 0.443, 0.442, 0.313, 0.278, 0.295, 0.511, 0.318, -1.444, 0.436, 0.285, 0.427, -0.881, -0.569, -0.216, 0.217, 0.315, -0.161, -1.002, 0.391, -0.149, 0.149, 0.178, 0.276, 0.424, -0.390, -0.977, 0.271, 0.335, -1.181, 0.281, 0.342, -0.945, 0.446, 0.247, 0.051, 0.191, -0.063, -0.695, 0.397, 0.030, 0.259, -0.008, 0.227, 0.290, 0.421, 0.283, 0.464, 0.280]
}

---

{
  "formula": "C23H55FN4OP",
  "method": "the ωB97M-V functional and the def2-TZVPD basis",
  "de_lowest_ev": 1.6553,
  "spin_multiplicity": 1,
  "orbital_gap_ha": 0.241,
  "charge": 1,
  "species": ["C", "H", "H", "C", "H", "N", "H", "C", "H", "H", "C", "O", "C", "H", "H", "H", "H", "H", "H", "H", "H", "H", "H", "H", "C", "C", "H", "H", "C", "H", "H", "C", "C", "C", "H", "H", "H", "H", "H", "H", "H", "H", "H", "N", "H", "P", "H", "H", "H", "H", "H", "H", "C", "H", "H", "H", "H", "H", "H", "C", "C", "H", "H", "C", "C", "H", "C", "H", "C", "C", "H", "C", "H", "C", "H", "H", "N", "H", "H", "N", "C", "H", "C", "F", "H"],
  "xyz": [[2.4104, -5.0884, -1.0177], [-0.0539, 4.8057, -2.2004], [-2.6177, 6.3248, -2.9123], [-1.4958, -1.1678, -3.7508], [-2.3903, 1.9851, -1.2166], [0.6397, -3.6915, 0.2301], [-0.8916, -0.1303, 6.1271], [-0.2618, 2.1994, -1.0167], [-1.6710, 3.8796, 2.8407], [-0.2971, -1.8067, 4.0092], [-0.1998, -3.6777, -0.9740], [2.5630, -0.4546, 0.0738], [-2.5562, -2.3373, 0.2668], [2.8883, -2.2640, -0.9787], [-0.3932, 0.1621, 2.4908], [0.9921, -5.7298, 0.5772], [-2.4735, 3.8874, -4.2078], [-0.1578, 1.7092, -0.0438], [-3.5204, -2.7385, -0.1423], [-2.7635, -1.3535, 0.7538], [-1.1019, 3.7414, 4.4915], [-0.9874, 6.9963, -2.8189], [2.8840, -6.1040, -0.8860], [2.3197, -4.6647, 1.1257], [-1.5580, 6.0896, -3.0298], [-1.9529, 3.1811, -3.5547], [5.2054, 0.1824, 1.1179], [-2.4599, -3.1307, -3.1089], [3.7660, -0.0274, -0.5708], [-1.9008, 3.2991, -0.1944], [-1.3723, 5.8270, -4.0732], [0.4684, -1.0267, 4.0234], [-1.1538, 3.2156, 3.5388], [2.0557, -1.6581, -0.5337], [-0.9508, -4.5239, -0.8517], [-2.1345, -0.3274, -4.1058], [0.4863, -1.6504, 1.0136], [0.7192, 1.0446, 3.5285], [5.9311, -0.4015, -0.4196], [-0.2456, 1.8527, -3.8547], [-1.0451, -1.7838, -4.5652], [0.8759, -0.9570, 5.0334], [1.9373, -5.4208, -3.0670], [-1.9017, 3.7541, -2.2168], [-2.6041, 2.3007, -3.5420], [-1.2724, -2.0992, -1.1174], [1.4203, -1.3041, -1.4021], [0.1437, 3.5662, -4.0787], [-2.8651, 2.0860, 4.1782], [-0.1393, 3.0761, 3.1611], [-1.2690, 5.3628, -1.0589], [1.1597, -3.1398, -2.6873], [1.5818, -4.8107, 0.2915], [1.9471, -2.5754, 1.4300], [0.8297, -6.0121, -2.0085], [0.9710, 1.6869, 5.6789], [3.8319, -0.4212, -1.6235], [-0.6262, -0.6946, -3.2063], [-0.7775, 2.6923, -5.2982], [-1.6628, 2.8010, -1.1408], [-1.1317, 4.9818, -2.0757], [3.2574, -4.3838, -1.1861], [-2.2010, -3.0792, 1.0380], [0.0442, 1.7905, 6.2464], [-2.2767, -2.1057, -2.7042], [-0.2558, 2.8376, 6.2327], [-1.9214, 1.8977, 3.6571], [-0.0813, 1.4353, -1.7741], [-0.6267, 2.8065, -4.2206], [-1.0677, 0.8746, 5.7311], [0.5251, 2.9522, -1.0847], [0.5634, -4.0218, -2.3216], [-3.2793, -1.6185, -2.5474], [5.0436, -0.5041, 0.2519], [0.2698, 1.5419, 7.2872], [3.8485, 1.0888, -0.6556], [1.4705, -5.2158, -2.1702], [-2.2174, 1.5879, 2.6478], [4.8663, -1.5665, 0.5465], [-1.2451, 0.7691, 4.2878], [1.2254, -2.3825, 0.5851], [1.2832, -1.3426, 3.3680], [-0.0920, 0.3034, 3.5355], [-0.2892, -4.3601, -3.3674], [-2.0151, 1.1774, 6.1865]],
  "atomic_forces_ev_per_a": [[0.82, -1.30, 1.62], [0.08, 0.06, 0.02], [0.03, -0.08, -0.02], [0.57, -0.50, 0.90], [-0.01, 0.06, -0.17], [0.55, 1.05, -0.69], [0.03, 0.00, -0.13], [0.09, -0.23, 0.12], [0.01, -0.05, 0.02], [-0.02, 0.06, 0.07], [-1.34, -2.32, -0.71], [0.37, -0.63, -0.75], [-0.14, -0.87, -0.10], [-0.50, 0.22, 0.67], [-0.13, 0.21, 0.03], [0.58, 0.64, -0.53], [0.06, 0.06, 0.10], [0.01, 0.02, -0.03], [0.83, 0.35, 0.30], [0.33, -0.80, -0.42], [0.08, -0.03, -0.02], [-0.01, -0.06, 0.01], [-0.41, 1.00, -0.25], [-0.75, 0.02, -0.81], [0.00, -0.04, -0.08], [-0.09, 0.25, -0.18], [-0.25, -0.88, -0.49], [0.07, 0.86, 0.25], [1.71, 0.24, 0.09], [0.02, 0.12, -0.09], [-0.03, 0.03, 0.03], [0.00, -0.01, 0.07], [-0.06, 0.21, -0.02], [-0.53, 1.04, 0.01], [0.78, 0.51, -0.23], [0.47, -0.86, -0.04], [0.44, -0.86, -0.68], [0.11, -0.02, -0.09], [-0.58, -0.30, 0.60], [0.10, 0.07, 0.05], [-0.63, 0.67, 0.35], [-0.03, -0.03, -0.03], [-0.05, 0.25, 0.32], [-0.19, -0.27, 0.17], [0.03, 0.03, 0.23], [-0.60, 1.10, 0.87], [0.34, -0.64, 0.80], [-0.04, 0.00, 0.03], [0.10, -0.10, 0.12], [-0.02, -0.02, 0.03], [-0.01, -0.24, 0.04], [-0.24, -0.98, 0.44], [-0.10, -0.36, 0.17], [-0.72, 0.21, -0.79], [0.31, 0.19, 0.10], [-0.03, -0.01, -0.01], [-0.21, 0.27, 0.89], [-0.86, -0.32, -0.60], [0.01, 0.03, 0.05], [-0.08, 0.12, 0.16], [0.00, 0.12, -0.13], [-1.10, -0.24, -0.27], [-0.21, 0.88, -0.69], [0.00, 0.12, 0.22], [0.17, 0.27, -0.92], [0.10, 0.00, -0.08], [-0.09, -0.04, -0.18], [0.06, 0.05, -0.02], [0.03, -0.20, -0.22], [0.13, -0.27, 0.16], [-0.04, 0.00, -0.02], [-0.30, 1.93, -0.26], [1.00, -0.66, 0.41], [-0.83, 0.53, -0.93], [-0.01, 0.00, -0.07], [-0.67, -0.94, 0.20], [-0.61, 0.07, -0.29], [0.11, -0.12, 0.02], [0.47, 0.83, 0.00], [-0.35, 0.02, -0.10], [1.31, 0.51, 0.45], [0.01, 0.07, 0.04], [0.11, -0.05, 0.13], [0.50, -0.07, 1.04], [-0.03, 0.05, -0.23]],
  "mulliken_charge": [-0.679, 0.230, 0.335, -0.627, 0.289, 0.350, 0.397, -0.065, 0.441, 0.292, -0.746, -0.283, -1.204, 0.084, -0.004, 0.340, 0.389, 0.058, 0.385, 0.290, 0.317, 0.437, 0.383, 0.427, -1.443, -0.662, 0.273, 0.471, -0.312, 0.399, 0.302, -1.344, -1.088, 0.832, 0.495, 0.261, -0.421, 0.172, 0.358, 0.093, 0.291, 0.466, 0.408, 0.192, 0.299, 0.592, -0.392, 0.313, 0.427, 0.223, 0.421, 0.226, -0.661, 0.323, 0.461, 0.242, 0.282, -0.022, 0.369, -1.011, -0.288, 0.300, 0.346, -0.964, -0.715, 0.292, -0.533, -0.225, -0.861, -0.691, 0.421, -0.149, 0.438, -0.984, 0.369, 0.363, 0.052, 0.208, 0.239, 0.066, -0.726, 0.257, 0.113, -0.372, 0.373]
}